A single C4H9NOS molecule in a non-equilibrium geometry, computed with the ωB97M-V functional and the def2-TZVPD basis.

Last column: natural (NBO) charge in e.
Cartesian coordinates (Å):
N (1.11181, 1.80895, 1.61966)  -0.844
C (0.92711, 1.06554, 0.46462)  0.691
O (1.82106, 0.57358, -0.17937)  -0.606
C (-0.54421, 0.68534, 0.27508)  -0.527
C (-0.82169, -0.87214, 0.27186)  -0.400
C (-0.11481, -1.48199, -0.95792)  -0.527
S (-1.02958, -1.16608, -2.52388)  -0.040
H (2.10460, 1.90804, 1.80820)  0.383
H (0.60893, 1.64162, 2.46888)  0.394
H (-1.21071, 1.37340, 0.82940)  0.219
H (-0.71862, 1.06575, -0.75753)  0.233
H (-0.67448, -1.32743, 1.24847)  0.214
H (-1.89117, -0.90185, 0.04205)  0.217
H (0.95606, -1.57153, -0.93401)  0.254
H (-0.38311, -2.56637, -0.81047)  0.211
H (-0.14119, -0.23483, -2.86504)  0.129

Properties
LUMO: 0.83 eV
ΔE to the lowest compared entry with this formula, charge and spin: 24.3 kcal per mole
Largest force on an atom: 4.38 eV/Å
Structure (SMILES): NC(=O)CCCS